This record from OMol25 describes a 10-piece molecular cluster, C51H126N10O3 overall at a distorted geometry. The level of theory is wB97M-V/def2-TZVPD.

Calculated values
SMILES string: CCN(CC)CC.CCN(CC)CC.CCN(CC)CC.CCN(CC)CC.CCN(CC)CC.CCN(CC)CC.CCN(CC)CC.CNC(C)=O.CNC(C)=O.CNC(C)=O
HOMO-LUMO gap: 8.42 eV
M: 927.636 g mol⁻¹
HOMO level: -8.073 eV

ORCA input file:
```
! wB97M-V def2-TZVPD RIJCOSX def2/J DEFGRID3
* xyz 0 1
C 5.769 -12.909 18.119
C 6.916 -13.338 17.223
N 7.315 -14.722 17.387
C 8.661 -14.917 16.839
C 9.677 -14.189 17.685
C 6.304 -15.585 16.785
C 6.645 -17.062 16.694
H 6.133 -12.696 19.123
H 4.976 -13.654 18.179
H 5.260 -12.023 17.725
H 6.667 -13.145 16.149
H 7.770 -12.679 17.388
H 8.886 -15.986 16.881
H 8.735 -14.599 15.777
H 10.701 -14.494 17.458
H 9.667 -13.109 17.494
H 9.524 -14.296 18.759
H 5.993 -15.217 15.775
H 5.392 -15.507 17.384
H 7.400 -17.281 15.947
H 5.731 -17.579 16.394
H 6.963 -17.439 17.666
C 17.751 -14.005 8.894
C 17.236 -12.705 8.245
N 16.588 -12.867 6.961
C 15.322 -13.576 7.089
C 14.452 -13.565 5.859
C 17.449 -13.502 5.974
C 18.766 -12.724 5.745
H 16.925 -14.712 9.056
H 18.183 -13.871 9.892
H 18.487 -14.538 8.285
H 16.496 -12.275 8.935
H 18.040 -11.967 8.180
H 15.499 -14.637 7.401
H 14.793 -13.169 7.954
H 14.155 -12.540 5.607
H 14.829 -14.102 4.998
H 13.488 -14.038 6.109
H 16.915 -13.614 5.029
H 17.667 -14.547 6.291
H 18.558 -11.660 5.624
H 19.283 -13.080 4.859
H 19.437 -12.856 6.601
C 13.898 -12.320 14.855
C 13.198 -13.596 14.416
N 13.832 -14.221 13.262
C 13.001 -15.265 12.650
C 12.750 -16.517 13.509
C 15.164 -14.724 13.580
C 15.944 -15.035 12.312
H 14.830 -12.557 15.357
H 13.255 -11.740 15.523
H 14.067 -11.586 14.060
H 13.097 -14.279 15.286
H 12.147 -13.367 14.170
H 12.039 -14.806 12.377
H 13.497 -15.520 11.707
H 13.664 -17.075 13.696
H 12.301 -16.252 14.471
H 12.041 -17.188 13.019
H 15.158 -15.598 14.249
H 15.692 -13.903 14.066
H 15.564 -15.949 11.848
H 17.004 -15.167 12.532
H 15.861 -14.222 11.589
C 15.562 -19.447 12.639
C 15.915 -20.071 11.307
N 17.140 -19.505 10.739
C 17.525 -20.240 9.525
C 16.611 -20.102 8.324
C 17.025 -18.087 10.488
C 18.266 -17.484 9.887
H 15.226 -18.409 12.581
H 16.466 -19.395 13.265
H 14.819 -20.045 13.169
H 16.135 -21.133 11.466
H 15.066 -20.021 10.609
H 17.645 -21.287 9.823
H 18.548 -19.925 9.281
H 17.028 -20.477 7.386
H 16.303 -19.067 8.133
H 15.663 -20.636 8.468
H 16.169 -17.859 9.824
H 16.811 -17.602 11.434
H 18.264 -16.418 10.129
H 19.200 -17.862 10.306
H 18.271 -17.616 8.805
C 10.873 -9.974 15.978
C 9.986 -10.363 17.122
N 9.373 -9.196 17.735
C 10.344 -8.308 18.378
C 9.747 -6.994 18.900
C 8.297 -9.569 18.588
C 8.618 -10.547 19.682
H 11.808 -9.499 16.270
H 10.309 -9.304 15.330
H 11.098 -10.845 15.360
H 9.129 -10.910 16.708
H 10.503 -10.969 17.886
H 10.853 -8.815 19.230
H 11.109 -8.065 17.636
H 9.296 -7.118 19.881
H 10.567 -6.278 18.985
H 9.027 -6.574 18.198
H 7.532 -10.031 17.954
H 7.876 -8.679 19.039
H 9.146 -11.442 19.331
H 7.682 -10.934 20.099
H 9.215 -10.130 20.497
C 20.781 -14.444 18.218
C 19.987 -15.124 17.073
N 18.553 -15.081 17.272
C 18.086 -13.757 16.895
C 16.712 -13.359 17.367
C 17.907 -16.077 16.394
C 18.062 -17.520 16.846
H 21.829 -14.769 18.202
H 20.386 -14.791 19.171
H 20.778 -13.359 18.161
H 20.283 -14.719 16.086
H 20.307 -16.168 17.060
H 18.801 -12.988 17.183
H 18.062 -13.681 15.779
H 16.645 -13.297 18.455
H 16.513 -12.369 16.956
H 15.970 -14.077 17.023
H 18.381 -16.009 15.384
H 16.853 -15.857 16.226
H 19.098 -17.848 16.864
H 17.618 -18.104 16.026
H 17.525 -17.721 17.769
C 13.745 -16.932 18.505
C 13.290 -18.347 18.214
N 13.184 -18.618 16.791
C 12.184 -19.630 16.511
C 11.891 -19.840 15.007
C 14.477 -18.864 16.135
C 15.258 -20.060 16.668
H 14.740 -16.742 18.096
H 13.732 -16.703 19.568
H 13.076 -16.251 17.978
H 13.952 -19.071 18.729
H 12.315 -18.546 18.669
H 12.470 -20.586 16.995
H 11.256 -19.296 16.970
H 10.921 -20.344 14.942
H 11.794 -18.893 14.488
H 12.633 -20.508 14.566
H 15.048 -17.931 16.226
H 14.346 -18.997 15.061
H 16.223 -20.063 16.145
H 14.756 -20.983 16.376
H 15.484 -20.021 17.727
C 19.892 -10.989 10.563
N 18.537 -10.774 10.946
C 17.790 -11.586 11.772
C 16.384 -11.136 12.051
O 18.281 -12.593 12.298
H 20.462 -10.071 10.679
H 19.958 -11.357 9.536
H 20.322 -11.747 11.210
H 18.054 -9.977 10.575
H 16.156 -11.171 13.111
H 15.686 -11.818 11.553
H 16.193 -10.124 11.687
C 13.066 -12.708 9.955
N 12.747 -12.141 11.212
C 11.963 -11.037 11.470
C 11.445 -10.269 10.284
O 11.704 -10.668 12.632
H 14.076 -13.126 10.053
H 13.049 -12.033 9.106
H 12.426 -13.569 9.695
H 13.084 -12.640 12.029
H 11.073 -9.305 10.616
H 10.582 -10.791 9.846
H 12.153 -10.104 9.472
C 10.481 -17.399 10.478
N 11.486 -16.862 9.559
C 12.813 -17.280 9.531
C 13.727 -16.454 8.675
O 13.224 -18.267 10.124
H 10.237 -16.660 11.241
H 10.878 -18.303 10.927
H 9.588 -17.702 9.931
H 11.253 -16.026 9.057
H 14.509 -17.085 8.247
H 14.183 -15.603 9.174
H 13.212 -16.129 7.757
*
```